1.
88
Properties=species:S:1:pos:R:3 method="wB97M-V/def2-TZVPD" multiplicity=1 total_charge=+2 e_homo_ev=-13.306 energy_ha=-7390.10351 largest_force_ev_per_a=0.68 homo_lumo_gap_ev=7.7
Hf -0.355 1.235 0.557
C 1.721 -4.918 1.241
C 2.742 -4.459 0.242
C 3.972 -5.100 0.116
C 4.918 -4.695 -0.813
C 4.643 -3.644 -1.677
C 3.419 -2.998 -1.582
C 2.503 -3.388 -0.614
N 1.254 -2.678 -0.512
C 1.134 -1.411 -0.091
N 2.262 -0.725 0.195
C 2.437 0.196 1.277
C 1.380 0.905 1.841
C 1.664 1.721 2.948
C 2.947 1.847 3.441
C 3.987 1.172 2.803
C 3.766 0.342 1.716
C 4.902 -0.407 1.078
N -0.079 -0.857 0.097
C -1.143 -1.852 0.221
C -1.892 -2.194 -0.892
C -2.873 -3.173 -0.786
C -3.089 -3.799 0.430
C -2.325 -3.445 1.536
C -1.340 -2.467 1.458
C -0.533 -2.100 2.670
H 2.113 -5.739 1.837
H 0.811 -5.278 0.755
H 1.427 -4.116 1.920
H 4.188 -5.934 0.772
H 5.865 -5.214 -0.870
H 5.363 -3.348 -2.427
H 3.162 -2.203 -2.273
H 0.385 -3.155 -0.710
H 3.103 -1.232 -0.046
H 0.864 2.280 3.427
H 3.154 2.465 4.304
H 4.999 1.277 3.175
H 5.850 -0.136 1.537
H 4.985 -0.199 0.007
H 4.800 -1.492 1.191
H -1.709 -1.696 -1.833
H -3.457 -3.449 -1.655
H -3.848 -4.563 0.528
H -2.498 -3.931 2.488
H -0.962 -2.542 3.567
H -0.473 -1.021 2.828
H 0.504 -2.441 2.597
Se -1.810 3.579 -0.076
P -3.291 2.023 -0.124
Se -2.768 0.791 1.628
C -5.014 2.460 -0.111
C -5.914 1.853 0.758
C -7.261 2.186 0.687
C -7.692 3.121 -0.242
C -6.790 3.731 -1.106
C -5.448 3.405 -1.045
C -2.981 1.092 -1.642
C -1.710 1.045 -2.224
C -1.489 0.332 -3.393
C -2.538 -0.344 -4.001
C -3.798 -0.327 -3.417
C -4.019 0.376 -2.241
H -5.583 1.129 1.491
H -7.965 1.717 1.359
H -8.741 3.382 -0.291
H -7.134 4.463 -1.824
H -4.743 3.885 -1.715
H -0.887 1.670 -1.879
H -0.510 0.329 -3.854
H -2.382 -0.872 -4.932
H -4.620 -0.849 -3.889
H -5.012 0.389 -1.811
C 3.120 5.410 1.542
C 1.737 5.064 0.997
C 1.800 3.969 -0.016
N 1.118 2.881 -0.026
N 1.360 2.019 -1.055
C 2.292 2.475 -1.857
N 2.741 1.807 -2.930
S 2.902 4.008 -1.364
H 3.045 6.182 2.305
H 3.783 5.791 0.762
H 3.595 4.535 1.987
H 1.262 5.932 0.535
H 1.072 4.721 1.792
H 2.279 0.954 -3.197
H 3.346 2.244 -3.604



2.
106
Properties=species:S:1:pos:R:3 method="wB97M-V/def2-TZVPD" multiplicity=1 total_charge=+2 e_homo_ev="-11.474 / -11.475" energy_ha=-2765.23532 largest_force_ev_per_a=1.68 homo_lumo_gap_ev="3.3 / 3.9"
Pb 0.029 0.086 0.128
C 4.525 0.555 5.255
C 3.758 0.876 4.008
C 2.797 1.888 3.984
C 2.136 2.202 2.819
C 2.367 1.517 1.608
N 1.741 1.909 0.422
C 1.686 3.232 0.128
C 2.617 4.152 0.703
C 2.580 5.498 0.472
C 1.596 6.048 -0.359
C 1.492 7.521 -0.577
C 0.731 5.163 -1.001
C 0.781 3.790 -0.831
N -0.108 3.037 -1.644
C -0.572 3.453 -2.851
C -1.543 2.575 -3.257
C -1.611 1.625 -2.236
N -0.741 1.902 -1.271
C 3.242 0.409 1.672
C 3.948 0.147 2.841
N 3.478 -0.458 0.571
C 4.672 -0.952 0.164
C 4.415 -1.925 -0.771
C 3.017 -1.963 -0.868
N 2.454 -1.077 -0.053
H 4.722 1.456 5.834
H 3.952 -0.124 5.892
H 5.472 0.072 5.022
H 2.588 2.448 4.887
H 1.412 3.006 2.821
H 3.415 3.755 1.312
H 3.315 6.144 0.935
H 2.025 8.070 0.197
H 1.928 7.798 -1.540
H 0.451 7.844 -0.591
H -0.025 5.579 -1.653
H -0.181 4.319 -3.356
H -2.111 2.607 -4.170
H -2.256 0.765 -2.153
H 4.667 -0.663 2.837
H 5.608 -0.582 0.547
H 5.131 -2.521 -1.310
H 2.407 -2.601 -1.487
O -6.076 -3.715 1.041
C -5.539 -3.811 -0.061
O -5.601 -4.501 -1.073
C -4.322 -2.702 -0.192
C -3.345 -2.850 -1.157
C -2.285 -1.949 -1.167
N -2.205 -0.965 -0.264
C -3.189 -0.769 0.625
C -4.274 -1.639 0.689
C -3.060 0.397 1.538
C -4.097 0.796 2.378
C -3.938 1.924 3.166
C -2.751 2.639 3.091
C -1.760 2.164 2.253
N -1.901 1.068 1.508
C -1.217 -1.989 -2.202
C -1.281 -2.848 -3.295
C -0.304 -2.778 -4.275
C 0.712 -1.841 -4.154
C 0.726 -1.040 -3.028
N -0.200 -1.120 -2.071
H -3.440 -3.665 -1.862
H -5.062 -1.552 1.424
H -5.024 0.244 2.414
H -4.735 2.243 3.824
H -2.599 3.538 3.671
H -0.808 2.679 2.168
H -2.092 -3.553 -3.399
H -0.346 -3.441 -5.128
H 1.474 -1.734 -4.913
H 1.512 -0.308 -2.878
C 3.074 -2.969 4.155
C 1.720 -2.401 4.566
C 1.037 -3.236 5.637
Sb 0.475 -2.160 2.737
C -1.642 -2.217 3.385
C -1.847 -1.132 4.438
C -2.133 -3.587 3.822
C 0.853 -4.026 1.620
C 0.722 -5.279 2.471
C -0.070 -4.037 0.408
H 3.789 -2.841 4.970
H 3.480 -2.474 3.272
H 3.011 -4.036 3.941
H 1.844 -1.374 4.919
H 0.821 -4.249 5.295
H 0.116 -2.783 5.996
H 1.716 -3.317 6.490
H -2.166 -1.929 2.474
H -1.386 -1.405 5.387
H -2.914 -0.990 4.620
H -1.432 -0.170 4.122
H -1.573 -3.980 4.671
H -2.100 -4.309 3.007
H -3.178 -3.498 4.128
H 1.889 -3.910 1.291
H -0.294 -5.430 2.829
H 1.397 -5.277 3.326
H 0.984 -6.142 1.853
H -1.116 -4.141 0.704
H 0.175 -4.883 -0.238
H 0.034 -3.122 -0.177



3.
20
Properties=species:S:1:pos:R:3 method="wB97M-V/def2-TZVPD" multiplicity=1 e_homo_ev=-7.344 energy_ha=-291.01140 largest_force_ev_per_a=4.15 smiles="C=NCC.C=CC" homo_lumo_gap_ev=8.3
C 2.066 1.365 0.235
C 1.484 0.079 -0.305
C -0.512 -1.430 1.101
C 2.323 -0.969 -0.613
N -0.320 -0.213 0.770
H 1.442 1.789 1.025
H 3.051 1.237 0.690
H 2.136 2.101 -0.571
H -1.465 -1.967 1.068
H 0.287 -2.149 1.306
H 3.399 -0.873 -0.538
H 1.935 -1.933 -0.918
C -2.765 -0.048 -0.462
C -1.573 0.734 0.011
H -3.637 0.593 -0.635
H -3.071 -0.793 0.282
H -2.560 -0.574 -1.398
H -1.812 1.416 0.825
H -1.133 1.330 -0.789
H 0.725 0.304 -1.085